The following is a DFT calculation (the ωB97M-V functional and the def2-TZVPD basis) of a structure of composition C3H8BaFO3RbS at a distorted geometry.

Summary:
Spin multiplicity: 1
Energy relative to the best compared isomer or geometry (same formula, charge and spin) in kcal/mol: 31.8
Gap between HOMO and LUMO in eV: 6.378
Total charge: +2
Highest occupied orbital energy in eV: -15.15
LUMO in eV: -8.8

Each line ends with the Mulliken charge.
Cartesian coordinates (Å):
1 Rb 3.604 2.830 -1.374  0.959
2 Ba 1.350 4.670 -4.769  1.900
3 F 1.329 2.311 -3.204  -0.868
4 O -0.907 1.354 -0.135  -0.591
5 S 0.327 0.647 0.048  1.152
6 O 1.567 1.372 0.350  -0.592
7 O 0.124 -0.495 1.219  -0.297
8 C -0.962 -1.403 1.243  -0.297
9 C -1.571 -1.336 2.587  -1.221
10 C 0.566 -0.497 -1.341  -0.823
11 H -0.542 -2.371 0.970  0.363
12 H -1.691 -1.182 0.464  0.408
13 H -0.790 -1.397 3.345  0.320
14 H -2.392 -2.053 2.612  0.357
15 H -1.910 -0.300 2.573  0.296
16 H -0.309 -1.142 -1.406  0.325
17 H 1.386 -1.114 -0.972  0.336
18 H 0.822 0.108 -2.211  0.271